This record from OMol25 describes C21H19N3O3 in the gas phase at a distorted geometry. The level of theory is wB97M-V/def2-TZVPD.

Last column: natural (NBO) charge in e.
Positions of all 46 atoms, in Å:
O: -1.825 -3.137 3.675  -0.59
C: -2.347 -2.348 2.932  0.66
N: -3.673 -2.189 3.084  -0.61
C: -4.457 -1.003 2.744  0.11
C: -5.532 -0.646 3.629  -0.23
C: -6.395 0.346 3.269  -0.22
C: -6.186 1.150 2.097  -0.21
C: -5.142 0.905 1.250  -0.24
C: -4.258 -0.174 1.561  0.14
N: -3.179 -0.440 0.633  -0.62
C: -1.843 -0.582 1.088  0.19
C: -0.933 0.126 0.354  -0.19
C: 0.411 0.096 0.709  -0.04
C: 1.479 0.821 0.022  0.02
C: 2.397 1.633 0.680  -0.28
C: 3.429 2.249 -0.011  0.06
N: 3.624 2.112 -1.355  -0.47
C: 2.781 1.373 -2.014  0.50
O: 2.904 1.268 -3.410  -0.52
C: 4.243 1.341 -3.988  -0.07
C: 5.174 0.277 -3.687  -0.46
C: 4.603 -1.080 -3.857  -0.06
O: 4.524 -1.275 -5.304  -0.74
C: 1.737 0.638 -1.403  -0.29
C: 0.739 -0.666 1.818  -0.22
C: -0.137 -1.420 2.574  -0.12
C: -1.462 -1.416 2.194  -0.20
H: -4.263 -2.962 3.488  0.42
H: -5.621 -1.200 4.599  0.23
H: -7.306 0.505 3.907  0.22
H: -6.848 1.996 1.896  0.22
H: -5.181 1.479 0.245  0.23
H: -3.369 -0.052 -0.295  0.40
H: -1.147 0.846 -0.512  0.22
H: 2.296 1.840 1.737  0.22
H: 3.963 3.022 0.442  0.20
H: 3.982 1.255 -5.062  0.20
H: 4.725 2.263 -3.897  0.19
H: 5.574 0.305 -2.695  0.22
H: 6.056 0.440 -4.276  0.23
H: 3.704 -1.081 -3.251  0.17
H: 5.247 -1.932 -3.531  0.17
H: 4.193 -2.181 -5.529  0.47
H: 1.179 -0.006 -2.083  0.23
H: 1.736 -0.649 2.061  0.20
H: 0.402 -1.849 3.471  0.25

Summary:
**SMILES string**: O=C1Nc2ccccc2Nc2cc(-c3ccnc(OCCCO)c3)ccc21
**Energy relative to the best compared isomer or geometry (same formula, charge and spin)**: 78.26 kcal per mole
**E_tot**: -1201.57284 Ha
**Kohn-Sham gap**: 8.0 eV
**Lowest unoccupied orbital energy**: 0.0 eV
**Net charge**: 0
**HOMO level**: -8.0 eV